{"formula": "C48H38ClFIrNOP2", "method": "ωB97M-V with the def2-TZVPD basis set", "elements": ["Ir", "O", "C", "C", "C", "C", "C", "C", "P", "C", "C", "C", "C", "C", "C", "C", "C", "C", "C", "C", "C", "C", "C", "C", "C", "C", "C", "P", "C", "C", "C", "C", "C", "C", "C", "C", "C", "C", "C", "C", "H", "H", "H", "H", "H", "H", "H", "H", "H", "H", "H", "H", "H", "H", "H", "H", "H", "H", "H", "H", "H", "H", "H", "H", "H", "H", "H", "H", "Cl", "C", "C", "C", "C", "N", "C", "H", "H", "H", "H", "F", "C", "C", "C", "C", "C", "C", "C", "H", "H", "H", "H", "H", "H"], "coordinates": [[-0.2016, 0.8270, 0.4405], [-0.5296, 1.6417, 3.1330], [-1.3926, 2.6943, 3.3517], [-1.3574, 3.5740, 4.4295], [-2.3230, 4.5603, 4.5535], [-3.2992, 4.7261, 3.5826], [-3.2775, 3.9249, 2.4569], [-2.3467, 2.8964, 2.3448], [-2.3018, 1.8763, 0.8439], [-3.9073, 1.0286, 0.7822], [-4.8728, 1.1944, 1.7723], [-6.0763, 0.5208, 1.6741], [-6.3140, -0.3373, 0.6116], [-5.3455, -0.5242, -0.3640], [-4.1446, 0.1540, -0.2797], [-2.2583, 3.1735, -0.4388], [-1.1775, 4.0583, -0.3447], [-1.0061, 5.0569, -1.2838], [-1.9201, 5.1864, -2.3210], [-2.9955, 4.3163, -2.4126], [-3.1575, 3.2942, -1.4903], [0.4316, 1.2440, 4.0384], [0.2750, 1.2898, 5.4189], [1.3289, 0.9480, 6.2471], [2.5428, 0.5506, 5.7144], [2.6653, 0.3893, 4.3468], [1.6084, 0.7063, 3.4989], [1.5899, 0.0940, 1.7780], [3.2384, 0.4417, 1.1294], [3.8872, 1.6207, 1.4900], [5.1440, 1.8946, 0.9848], [5.7485, 1.0045, 0.1084], [5.0924, -0.1562, -0.2715], [3.8297, -0.4351, 0.2191], [1.5401, -1.6933, 2.1139], [0.3122, -2.3426, 2.0227], [0.2078, -3.6754, 2.3751], [1.3248, -4.3654, 2.8199], [2.5484, -3.7216, 2.9016], [2.6641, -2.3902, 2.5482], [-0.5753, 3.5133, 5.1661], [-2.3062, 5.2050, 5.4188], [-4.0556, 5.4873, 3.6946], [-3.9867, 4.0842, 1.6565], [-4.6825, 1.8489, 2.6085], [-6.8287, 0.6673, 2.4326], [-7.2525, -0.8634, 0.5460], [-5.5351, -1.2024, -1.1830], [-3.3770, 0.0078, -1.0295], [-0.4921, 3.9643, 0.4909], [-0.1737, 5.7398, -1.2047], [-1.7929, 5.9699, -3.0527], [-3.7195, 4.4378, -3.2051], [-3.9913, 2.6114, -1.5765], [-0.6795, 1.5430, 5.8488], [1.1948, 0.9942, 7.3148], [3.3679, 0.3102, 6.3648], [3.5899, 0.0189, 3.9325], [3.4076, 2.3074, 2.1752], [5.6550, 2.7971, 1.2777], [6.7348, 1.2165, -0.2735], [5.5706, -0.8452, -0.9488], [3.3056, -1.3299, -0.0887], [-0.5564, -1.7858, 1.6701], [-0.7403, -4.1822, 2.3106], [1.2406, -5.4025, 3.1043], [3.4167, -4.2585, 3.2464], [3.6256, -1.9015, 2.6015], [-1.0887, 2.2651, -4.9510], [-1.0620, 0.9409, -3.8638], [-1.5142, -0.3231, -4.2329], [-1.4171, -1.3488, -3.3073], [-0.9062, -1.0831, -2.0473], [-0.5289, 0.1412, -1.6812], [-0.5939, 1.1309, -2.5702], [-1.9147, -0.4980, -5.2176], [-1.7331, -2.3482, -3.5526], [-0.8025, -1.8639, -1.3076], [-0.2428, 2.1072, -2.2596], [4.5173, 6.2095, -3.9657], [3.9283, 5.1836, -3.3521], [3.3835, 5.3755, -2.0827], [2.7607, 4.3309, -1.4494], [2.6610, 3.0495, -2.0662], [2.0302, 1.9755, -1.4759], [3.2439, 2.8988, -3.3615], [3.8639, 3.9451, -3.9895], [3.4572, 6.3447, -1.6168], [2.3581, 4.4656, -0.4543], [2.0389, 1.0110, -1.9509], [1.5361, 2.0619, -0.4998], [3.1657, 1.9421, -3.8548], [4.3010, 3.8304, -4.9670]], "total_charge": 2, "gap_ev": [4.50, 4.50], "e_tot_ha": -3328.42514, "relative_energy_ev": 2.597, "max_force_ev_per_a": 2.2}

{"formula": "C48H39InN2O2P2Se4", "method": "ωB97M-V with the def2-TZVPD basis set", "elements": ["In", "Se", "Se", "Se", "Se", "O", "C", "C", "C", "C", "C", "C", "C", "N", "C", "C", "N", "H", "H", "H", "H", "H", "H", "H", "C", "C", "C", "C", "C", "C", "C", "C", "P", "C", "C", "C", "C", "C", "C", "C", "C", "C", "C", "C", "C", "C", "O", "C", "C", "C", "C", "C", "C", "P", "C", "C", "C", "C", "C", "C", "C", "C", "C", "C", "C", "C", "H", "H", "H", "H", "H", "H", "H", "H", "H", "H", "H", "H", "H", "H", "H", "H", "H", "H", "H", "H", "H", "H", "H", "H", "H", "H", "H", "H", "H", "H", "H", "H"], "coordinates": [[-0.2055, -1.3779, 2.1787], [-0.5404, -2.1261, 5.5339], [0.4849, -0.8852, 7.3271], [-0.4014, 1.1116, 6.4042], [-1.7719, -0.2163, 4.9509], [-2.0389, -2.2699, 3.3259], [-3.0729, -3.0576, 3.1615], [-3.8299, -3.4651, 4.2805], [-4.9184, -4.2963, 4.1546], [-5.3068, -4.7744, 2.9025], [-4.5858, -4.3833, 1.7949], [-3.4860, -3.5205, 1.8883], [-2.8011, -3.1013, 0.6659], [-1.6233, -2.5117, 0.5364], [-1.4229, -2.2980, -0.8110], [-2.4886, -2.7599, -1.5086], [-3.3515, -3.2665, -0.5645], [-3.5204, -3.0978, 5.2515], [-5.4724, -4.5860, 5.0392], [-6.1487, -5.4447, 2.7991], [-4.8733, -4.7888, 0.8309], [-0.5329, -1.8075, -1.1731], [-2.7233, -2.7539, -2.5578], [-4.2660, -3.6381, -0.7434], [2.0706, 3.3453, -5.0851], [1.3141, 2.1756, -4.4472], [0.4689, 1.4719, -5.5238], [2.2991, 1.1747, -3.8510], [3.5065, 0.8586, -4.4666], [4.4021, -0.0324, -3.8947], [4.1049, -0.6158, -2.6725], [2.8946, -0.3570, -2.0392], [2.4532, -0.9935, -0.3707], [3.1729, 0.3081, 0.6896], [3.3932, 1.6071, 0.2364], [3.7901, 2.6048, 1.1181], [3.9720, 2.3185, 2.4625], [3.7616, 1.0252, 2.9246], [3.3623, 0.0307, 2.0464], [3.6151, -2.3899, -0.1863], [4.9294, -2.2810, 0.2646], [5.7408, -3.4032, 0.3443], [5.2464, -4.6475, -0.0244], [3.9331, -4.7704, -0.4540], [3.1198, -3.6483, -0.5247], [2.0069, 0.5165, -2.6637], [0.8349, 0.7403, -1.9859], [0.1540, 1.9074, -2.2091], [-0.7620, 2.2723, -1.2227], [-1.4218, 3.4895, -1.3605], [-1.2067, 4.2899, -2.4699], [-0.3247, 3.8693, -3.4559], [0.3848, 2.6787, -3.3448], [-1.1258, 1.1341, 0.1704], [-2.9027, 0.7860, -0.0943], [-3.5661, 0.1047, 0.9319], [-4.8817, -0.2984, 0.7835], [-5.5564, -0.0410, -0.4050], [-4.9074, 0.6258, -1.4315], [-3.5887, 1.0395, -1.2780], [-1.1518, 2.2498, 1.6169], [-2.2853, 2.9060, 2.0913], [-2.2204, 3.6671, 3.2504], [-1.0230, 3.7796, 3.9444], [0.1118, 3.1283, 3.4800], [0.0445, 2.3607, 2.3276], [2.7155, 3.0006, -5.8925], [2.6837, 3.8657, -4.3485], [1.3806, 4.0614, -5.5303], [1.1118, 1.0901, -6.3194], [-0.2495, 2.1701, -5.9580], [-0.0834, 0.6330, -5.0968], [3.7631, 1.3274, -5.4076], [5.3388, -0.2516, -4.3893], [4.8166, -1.2865, -2.2083], [3.2567, 1.8482, -0.8110], [3.9618, 3.6077, 0.7477], [4.2753, 3.0982, 3.1495], [3.8976, 0.7917, 3.9731], [3.2001, -0.9728, 2.4199], [5.3159, -1.3151, 0.5683], [6.7606, -3.3055, 0.6944], [5.8816, -5.5220, 0.0353], [3.5354, -5.7413, -0.7202], [2.0851, -3.7495, -0.8363], [-2.1205, 3.8025, -0.5935], [-1.7281, 5.2319, -2.5734], [-0.1827, 4.4927, -4.3290], [-3.0512, -0.1125, 1.8640], [-5.3745, -0.8245, 1.5925], [-6.5856, -0.3559, -0.5243], [-5.4275, 0.8330, -2.3586], [-3.0972, 1.5585, -2.0908], [-3.2286, 2.8028, 1.5682], [-3.1084, 4.1690, 3.6138], [-0.9771, 4.3642, 4.8549], [1.0419, 3.1926, 4.0293], [0.9260, 1.8233, 1.9880]], "total_charge": 0, "gap_ev": 6.19, "e_tot_ha": -12591.17713, "relative_energy_ev": 2.587, "max_force_ev_per_a": 0.3}

{"formula": "C48H40I2O2P3Pd", "method": "ωB97M-V with the def2-TZVPD basis set", "elements": ["Pd", "O", "P", "C", "P", "O", "C", "C", "C", "C", "C", "C", "C", "C", "C", "C", "C", "C", "C", "C", "C", "C", "C", "C", "C", "C", "C", "C", "C", "C", "H", "H", "H", "H", "H", "H", "H", "H", "H", "H", "H", "H", "H", "H", "H", "H", "H", "H", "H", "H", "H", "H", "I", "C", "C", "C", "C", "C", "C", "C", "C", "C", "P", "C", "C", "C", "C", "C", "C", "C", "C", "C", "C", "C", "C", "C", "H", "H", "H", "H", "H", "H", "H", "H", "H", "H", "H", "H", "H", "H", "H", "H", "I", "C", "H", "H"], "coordinates": [[1.1552, 0.5295, -0.5419], [1.2852, 2.5358, -0.2620], [0.9702, 3.4854, 0.9706], [-1.0816, 4.0578, -1.3348], [-1.9234, 2.6165, -1.3749], [-1.1860, 1.3499, -0.9344], [-2.7069, 2.1385, -2.9940], [-2.3301, 2.8159, -4.1462], [-2.8768, 2.4914, -5.3835], [-3.8283, 1.4881, -5.4789], [-4.2305, 0.8127, -4.3312], [-3.6740, 1.1371, -3.1044], [-3.4314, 2.8479, -0.3751], [-4.2932, 3.9185, -0.6197], [-5.4417, 4.0856, 0.1347], [-5.7530, 3.1799, 1.1448], [-4.9025, 2.1153, 1.3954], [-3.7477, 1.9527, 0.6372], [2.3545, 3.1499, 2.1607], [3.2145, 2.0595, 2.0682], [4.2137, 1.8605, 3.0126], [4.3696, 2.7491, 4.0678], [3.5256, 3.8481, 4.1642], [2.5362, 4.0456, 3.2128], [-0.2667, 2.6169, 2.0383], [-1.1552, 3.3801, 2.7877], [-2.0175, 2.7806, 3.6986], [-2.0165, 1.4030, 3.8572], [-1.1511, 0.6240, 3.0952], [-0.2862, 1.2346, 2.2040], [-0.0820, 4.0353, -1.7604], [-1.6472, 4.9659, -1.5185], [-1.5944, 3.6081, -4.0547], [-2.5631, 3.0272, -6.2718], [-4.2645, 1.2381, -6.4387], [-4.9822, 0.0345, -4.3967], [-4.0030, 0.6119, -2.2156], [-4.0605, 4.6235, -1.4091], [-6.1004, 4.9228, -0.0641], [-6.6523, 3.3108, 1.7348], [-5.1247, 1.4137, 2.1900], [-3.0671, 1.1349, 0.8574], [3.1058, 1.3564, 1.2473], [4.8678, 1.0029, 2.9239], [5.1452, 2.5902, 4.8072], [3.6457, 4.5562, 4.9753], [1.8870, 4.9126, 3.2848], [-1.1786, 4.4545, 2.6439], [-2.7059, 3.3906, 4.2711], [-2.6956, 0.9337, 4.5588], [-1.1518, -0.4550, 3.2004], [0.4131, 0.6324, 1.6238], [-1.8444, -1.1984, -0.8396], [-1.8781, -3.2383, -0.5041], [-3.1033, -3.8422, -0.6048], [-3.2506, -5.2369, -0.4953], [-2.1481, -5.9965, -0.2757], [-0.8659, -5.4051, -0.1518], [0.2198, -6.2625, 0.1334], [1.4557, -5.7474, 0.3405], [1.6493, -4.3638, 0.2129], [0.6614, -3.4721, -0.1359], [1.5157, -1.7688, -0.4257], [2.3581, -2.3106, -1.9621], [1.7637, -1.8204, -3.1193], [2.2198, -2.2208, -4.3687], [3.2812, -3.1055, -4.4707], [3.8804, -3.5967, -3.3165], [3.4154, -3.2075, -2.0734], [2.5304, -1.8442, 1.0957], [1.7844, -1.8481, 2.2768], [2.4142, -1.7784, 3.5062], [3.8007, -1.7188, 3.5767], [4.5448, -1.7185, 2.4088], [3.9139, -1.7696, 1.1711], [-0.6812, -3.9899, -0.2792], [-3.9764, -3.2283, -0.7828], [-4.2310, -5.6874, -0.5846], [-2.2233, -7.0731, -0.1795], [0.0366, -7.3280, 0.2009], [2.2945, -6.3831, 0.5926], [2.6455, -3.9951, 0.4083], [0.9430, -1.1111, -3.0492], [1.7437, -1.8289, -5.2578], [3.6487, -3.4059, -5.4436], [4.7220, -4.2739, -3.3849], [3.9119, -3.5867, -1.1886], [0.7002, -1.8902, 2.2341], [1.8203, -1.7642, 4.4109], [4.2946, -1.6667, 4.5384], [5.6254, -1.6602, 2.4500], [4.5076, -1.7522, 0.2698], [4.7828, 0.1513, -1.9867], [2.8964, 1.0579, -1.4925], [2.4924, 1.3397, -2.4645], [3.2119, 1.9354, -0.9479]], "total_charge": -1, "gap_ev": 5.50, "e_tot_ha": -3750.97055, "relative_energy_ev": 1.871, "max_force_ev_per_a": 0.5}

{"formula": "C48H41BrF4HfNP2SeTe2", "method": "ωB97M-V with the def2-TZVPD basis set", "elements": ["Hf", "F", "C", "C", "F", "C", "F", "C", "P", "C", "C", "C", "C", "C", "C", "C", "C", "C", "C", "C", "C", "C", "Br", "C", "F", "H", "H", "H", "H", "H", "H", "H", "H", "H", "H", "C", "C", "C", "C", "C", "C", "P", "C", "C", "C", "C", "C", "C", "C", "C", "C", "C", "C", "C", "H", "H", "H", "H", "H", "H", "H", "H", "H", "H", "H", "H", "H", "H", "Se", "C", "N", "C", "Te", "C", "H", "H", "H", "H", "H", "H", "C", "C", "C", "C", "C", "C", "Te", "C", "C", "C", "H", "H", "H", "H", "H", "H", "H", "H", "H", "H", "H"], "coordinates": [[-0.3554, 0.5253, 0.5476], [-5.0579, -1.0643, -5.2172], [-4.5438, -1.0901, -4.0018], [-4.9838, -2.0159, -3.0735], [-5.9314, -2.8789, -3.3998], [-4.4360, -2.0285, -1.7973], [-4.9376, -2.9408, -0.9684], [-3.4353, -1.1446, -1.3957], [-2.8124, -1.0728, 0.3340], [-4.2891, -0.5164, 1.2549], [-4.3532, 0.7900, 1.7234], [-5.4648, 1.2446, 2.4167], [-6.5289, 0.3900, 2.6461], [-6.4744, -0.9217, 2.1896], [-5.3632, -1.3776, 1.5045], [-2.6485, -2.8212, 0.8265], [-2.9425, -3.2183, 2.1305], [-2.7883, -4.5436, 2.5038], [-2.3530, -5.4842, 1.5825], [-2.0731, -5.0987, 0.2805], [-2.2155, -3.7718, -0.0897], [-3.0102, -0.2367, -2.3638], [-1.5907, 0.9858, -2.1017], [-3.5485, -0.1939, -3.6378], [-3.1180, 0.6789, -4.5412], [-3.5297, 1.4641, 1.5485], [-5.4874, 2.2623, 2.7821], [-7.3977, 0.7375, 3.1891], [-7.2982, -1.5970, 2.3770], [-5.3303, -2.4086, 1.1885], [-3.3002, -2.4990, 2.8540], [-3.0183, -4.8417, 3.5177], [-2.2441, -6.5203, 1.8740], [-1.7525, -5.8330, -0.4472], [-2.0179, -3.4733, -1.1091], [1.2215, 1.2356, 4.3771], [2.0858, -0.0649, 4.3700], [2.6207, -0.4176, 3.0488], [2.3977, 0.2785, 1.9208], [1.6808, 1.5615, 1.9835], [1.2201, 2.0230, 3.1745], [2.7755, -0.4529, 0.2988], [4.5342, -0.9045, 0.3609], [5.4517, -0.2738, 1.1974], [6.7909, -0.6297, 1.1516], [7.2213, -1.6099, 0.2691], [6.3124, -2.2407, -0.5690], [4.9728, -1.8926, -0.5185], [2.6141, 0.9795, -0.7834], [3.6645, 1.6235, -1.4203], [3.4089, 2.7555, -2.1841], [2.1164, 3.2464, -2.2641], [1.0778, 2.6062, -1.5925], [1.2840, 1.4364, -0.8527], [1.1816, 1.8004, 5.2976], [2.6928, -1.4578, 5.8620], [3.2088, -1.3271, 3.0019], [1.8218, 2.2786, 1.1892], [0.9305, 3.0629, 3.2620], [5.1192, 0.4948, 1.8839], [7.5009, -0.1370, 1.8024], [8.2674, -1.8828, 0.2362], [6.6468, -3.0061, -1.2561], [4.2608, -2.3868, -1.1710], [4.6762, 1.2480, -1.3247], [4.2183, 3.2593, -2.6949], [1.9113, 4.1403, -2.8393], [0.0964, 3.0724, -1.6471], [-1.5083, 2.8803, 0.9160], [-1.7298, 2.7987, 2.7289], [-1.8844, 2.7982, 3.8719], [1.2431, -3.5673, -0.7980], [0.6806, -1.7401, -1.7055], [-0.5569, -2.6720, -3.1768], [0.3649, -4.0799, -0.4201], [1.9124, -3.3223, 0.0216], [1.7571, -4.1684, -1.5436], [0.1092, -3.0387, -3.9535], [-1.2260, -1.9298, -3.6045], [-1.1290, -3.4978, -2.7660], [1.5989, 1.5243, 8.6162], [1.6899, 0.6387, 7.4070], [0.4504, -0.0611, 7.0584], [-0.0550, -0.4204, 5.8665], [-1.4169, -1.0701, 5.8853], [0.5802, -0.1294, 4.5192], [-0.5824, -0.9490, 2.8955], [2.9899, -0.4453, 5.5593], [4.4726, -0.4598, 5.1695], [2.8220, 0.4759, 6.7297], [0.8386, 2.2959, 8.4816], [2.5513, 2.0081, 8.8257], [1.3081, 0.9405, 9.4923], [-0.1890, -0.2608, 7.9126], [-1.7607, -1.1647, 6.9126], [-1.4010, -2.0675, 5.4405], [-2.1463, -0.4732, 5.3342], [4.7238, -1.2159, 4.4279], [5.0738, -0.6633, 6.0555], [4.7736, 0.5148, 4.7781], [3.7032, 1.0268, 7.0440]], "total_charge": 1, "gap_ev": 6.95, "e_tot_ha": -8549.82961, "relative_energy_ev": 2.596, "max_force_ev_per_a": 0.7}